1.
ORCA calculation (ωB97M-V with the def2-TZVPD basis set) on a 2-piece molecular cluster, C12H21BF3N2O9S overall in a non-equilibrium geometry.

The frontier orbital gap comes out at 6.1993 eV. As for the total charge: -1. As for the HOMO energy: -4.19 eV.

Each line ends with the Mulliken charge.
Element x y z (Å)
C -1.969 0.373 0.480  -0.94
B -0.886 1.307 -0.216  0.39
O -0.575 2.525 0.367  -0.64
C -0.131 0.869 -1.552  -0.26
C 1.157 1.706 -1.670  0.58
O 1.356 2.413 -2.684  -0.80
O 1.936 1.585 -0.675  -0.68
N 0.068 -0.573 -1.641  0.63
C 1.095 -1.124 -0.819  -1.04
C 2.506 -1.124 -1.398  0.28
O 2.762 -0.856 -2.545  -0.54
N 3.599 -1.457 -0.490  -0.06
C 3.270 -2.603 0.357  -1.00
C 3.923 -0.309 0.364  -0.83
C -0.163 -1.206 -2.918  -1.59
C 0.364 -0.470 -4.169  0.59
O 1.201 -1.319 -4.951  -0.67
C -0.757 -0.095 -5.123  0.57
F -1.274 -1.159 -5.756  -0.29
F -1.772 0.535 -4.511  -0.24
F -0.293 0.733 -6.075  -0.31
H -2.213 0.834 1.433  0.09
H -1.542 -0.606 0.688  0.35
H -2.854 0.283 -0.147  0.36
H 0.147 2.369 0.984  0.32
H -0.804 1.182 -2.354  0.05
H 1.143 -0.651 0.155  0.45
H 0.858 -2.175 -0.609  0.64
H 4.150 -2.846 0.948  0.38
H 3.038 -3.475 -0.245  0.32
H 2.464 -2.412 1.073  0.34
H 4.534 0.423 -0.149  0.26
H 4.497 -0.670 1.215  0.38
H 3.053 0.212 0.762  0.28
H 0.225 -2.218 -2.875  0.63
H -1.244 -1.329 -3.050  0.33
H 0.940 0.429 -3.955  0.23
H 1.685 -1.889 -4.354  0.46
C -3.987 1.396 4.502  -0.31
C -3.301 2.126 5.636  -0.36
O -2.491 1.124 6.264  -0.31
S -1.973 0.083 5.156  1.09
O -0.666 0.455 4.761  -0.51
O -2.286 -1.226 5.597  -0.54
O -2.993 0.504 3.991  -0.25
H -4.831 0.803 4.861  0.26
H -4.322 2.066 3.716  0.32
H -4.003 2.542 6.353  0.31
H -2.645 2.916 5.264  0.30

***

2.
ORCA calculation (ωB97M-V with the def2-TZVPD basis set) on a 11-piece molecular cluster, C60H73F8N3O3 overall in a non-equilibrium geometry.

The frontier orbital gap comes out at 9.5436 eV. As for the total charge: 0. The structure (SMILES) is COC[C@H](C)N.COC[C@H](C)N.COC[C@H](C)N.Fc1ccccc1.Fc1ccccc1.Fc1ccccc1.Fc1ccccc1.Fc1ccccc1.Fc1ccccc1.Fc1ccccc1.Fc1ccccc1. As for the HOMO energy: -8.96 eV.

Each line ends with the Mulliken charge.
Element x y z (Å)
C -7.194 1.804 -3.026  -0.79
O -5.937 1.532 -2.439  -0.33
C -5.363 0.314 -2.796  -1.01
C -3.939 0.149 -2.322  1.25
C -3.100 1.333 -2.843  -1.28
N -3.406 -1.139 -2.609  -0.54
H -6.979 2.119 -4.037  0.34
H -7.537 2.717 -2.524  0.26
H -7.908 0.909 -2.913  0.27
H -5.887 -0.574 -2.469  0.48
H -5.385 0.193 -3.930  0.35
H -4.039 0.263 -1.246  -0.16
H -3.548 2.297 -2.615  0.48
H -2.929 1.278 -3.949  -0.02
H -2.126 1.382 -2.419  0.21
H -3.380 -1.276 -3.595  0.30
H -2.468 -1.273 -2.276  0.10
C -0.046 1.052 -5.316  -0.43
O -0.407 0.864 -6.652  -0.35
C -1.808 0.671 -6.776  -0.63
C -2.074 0.428 -8.254  0.70
C -3.541 0.385 -8.618  -1.63
N -1.462 -0.782 -8.720  -0.67
H -0.528 1.940 -4.907  0.33
H 1.038 1.092 -5.191  0.04
H -0.356 0.176 -4.782  0.35
H -2.172 -0.178 -6.181  0.18
H -2.343 1.571 -6.416  0.37
H -1.651 1.269 -8.778  0.17
H -3.545 0.401 -9.710  0.42
H -4.123 1.231 -8.234  0.38
H -4.048 -0.535 -8.335  0.40
H -0.470 -0.729 -8.656  0.16
H -1.769 -1.101 -9.672  0.26
C 2.774 0.696 1.179  -0.38
O 1.349 0.505 1.158  0.21
C 0.886 -0.839 1.256  -0.10
C 0.078 -1.234 0.016  0.71
C 0.885 -1.042 -1.295  -1.43
N -1.126 -0.472 -0.135  0.33
H 3.216 -0.042 0.549  0.50
H 3.278 0.555 2.123  -0.16
H 2.973 1.659 0.760  0.00
H 1.701 -1.551 1.158  0.55
H 0.348 -1.121 2.138  -0.64
H -0.218 -2.294 0.027  -0.11
H 1.225 0.030 -1.397  -0.29
H 0.287 -1.119 -2.212  0.39
H 1.735 -1.715 -1.379  0.41
H -1.866 -0.774 0.459  -0.24
H -1.010 0.504 0.037  0.12
F 4.366 3.278 1.759  -0.37
C 3.727 4.462 2.012  0.67
C 2.640 4.500 2.794  -0.03
C 2.039 5.803 2.961  -0.66
C 2.519 6.892 2.259  -0.72
C 3.658 6.768 1.450  -0.47
C 4.303 5.550 1.249  -0.83
H 2.160 3.654 3.258  0.65
H 1.169 5.918 3.621  0.36
H 2.148 7.866 2.404  0.48
H 3.852 7.547 0.794  0.41
H 5.106 5.425 0.601  0.52
F 8.418 2.113 6.001  -0.34
C 7.181 1.971 5.426  0.63
C 6.830 0.788 4.857  -1.06
C 5.459 0.695 4.391  -0.07
C 4.576 1.742 4.508  0.29
C 5.083 2.898 5.089  -0.06
C 6.392 3.073 5.509  -0.90
H 7.531 0.002 4.808  0.50
H 5.046 -0.166 3.911  0.33
H 3.529 1.699 4.064  -0.08
H 4.406 3.742 5.239  0.37
H 6.603 4.059 5.868  0.42
F 1.220 -4.043 -4.637  -0.35
C 1.864 -2.910 -5.026  0.49
C 2.901 -2.456 -4.221  -0.45
C 3.613 -1.321 -4.589  -0.43
C 3.238 -0.630 -5.737  -0.30
C 2.212 -1.052 -6.516  -0.35
C 1.527 -2.235 -6.188  -0.43
H 3.029 -2.980 -3.272  0.43
H 4.365 -0.968 -3.894  0.39
H 3.791 0.335 -6.035  0.29
H 1.973 -0.471 -7.386  0.38
H 0.722 -2.457 -6.890  0.33
F -1.080 4.063 -0.729  -0.42
C -0.034 3.896 -1.584  0.25
C -0.035 4.698 -2.740  -0.74
C 1.099 4.622 -3.545  -0.37
C 2.082 3.638 -3.328  -0.74
C 2.024 2.879 -2.137  -0.44
C 0.970 2.984 -1.247  0.20
H -0.874 5.311 -2.930  0.55
H 1.207 5.245 -4.409  0.40
H 2.925 3.503 -4.086  0.33
H 2.814 2.226 -1.960  0.65
H 0.985 2.469 -0.301  0.32
F -1.344 -6.687 4.562  -0.42
C -1.127 -6.313 3.284  0.66
C -2.246 -6.385 2.491  -0.64
C -2.056 -6.046 1.160  -0.24
C -0.796 -5.644 0.672  -0.88
C 0.276 -5.557 1.549  -0.15
C 0.196 -6.062 2.879  -0.75
H -3.193 -6.581 2.917  0.51
H -2.853 -6.008 0.483  0.46
H -0.660 -5.281 -0.341  0.49
H 1.299 -5.341 1.208  0.37
H 1.073 -6.103 3.463  0.61
F -2.968 -2.772 3.906  -0.26
C -3.759 -2.051 3.068  0.06
C -4.792 -1.265 3.532  -0.49
C -5.625 -0.668 2.618  -0.37
C -5.451 -0.844 1.256  -0.54
C -4.403 -1.597 0.785  -0.37
C -3.550 -2.216 1.693  -0.40
H -4.905 -1.122 4.612  0.33
H -6.416 -0.012 3.006  0.37
H -6.225 -0.405 0.536  0.27
H -4.155 -1.688 -0.304  0.60
H -2.742 -2.844 1.267  0.88
F 4.272 -2.856 4.632  -0.35
C 2.970 -3.147 4.854  0.36
C 2.069 -2.209 4.355  -0.48
C 0.717 -2.431 4.594  0.33
C 0.342 -3.628 5.214  -0.93
C 1.330 -4.539 5.608  -0.70
C 2.643 -4.302 5.435  -0.54
H 2.524 -1.258 4.008  0.30
H -0.011 -1.713 4.407  0.56
H -0.707 -3.844 5.400  0.55
H 0.992 -5.413 6.139  0.38
H 3.448 -4.924 5.789  0.52
F 1.270 1.777 5.117  -0.12
C 0.190 1.026 5.364  0.41
C 0.040 0.260 6.512  -0.68
C -1.081 -0.559 6.624  -0.53
C -2.132 -0.488 5.709  -0.32
C -2.016 0.336 4.633  -0.03
C -0.876 1.105 4.403  -0.48
H 0.808 0.340 7.297  0.41
H -1.266 -1.096 7.599  0.34
H -2.932 -1.191 5.982  0.17
H -2.707 0.305 3.783  0.30
H -0.836 1.788 3.562  0.55

***

3.
ORCA calculation (ωB97M-V with the def2-TZVPD basis set) on a 9-piece molecular cluster, C30H60Br16O6P overall in a non-equilibrium geometry.

The frontier orbital gap comes out at 5.1113 eV. As for the total charge: -1. Its relative energy (zero: lowest compared OMol25 entry of this formula, charge and spin) is 0.0000 eV. As for the HOMO energy: -3.84 eV.

Each line ends with the Mulliken charge.
Element x y z (Å)
C -5.690 1.254 2.148  -1.19
C -5.358 2.679 1.646  0.72
O -5.256 3.536 2.389  -0.50
O -5.224 2.847 0.310  -0.11
C -3.948 3.484 -0.007  -1.01
C -3.198 2.653 -1.108  -0.34
C -3.426 3.185 -2.566  -0.15
C -3.731 2.056 -3.605  -0.47
C -2.616 1.844 -4.662  -1.19
C -1.370 1.083 -4.149  0.80
C -0.888 0.128 -5.345  -0.83
O 0.450 -0.287 -5.069  -0.58
P 1.272 0.983 -4.235  0.98
C 0.989 0.198 -2.508  -0.96
C 2.284 0.120 -1.630  -0.51
C 2.584 1.462 -0.887  -0.68
C 2.526 1.359 0.651  -0.54
O 3.617 0.542 1.169  -0.34
C 3.224 0.005 2.359  0.32
O 2.550 -0.914 2.364  -0.38
O -0.223 1.855 -3.892  -0.56
H -5.629 0.543 1.310  0.31
H -6.732 1.225 2.496  0.22
H -5.029 0.974 2.983  0.35
H -4.181 4.511 -0.347  0.41
H -3.343 3.568 0.912  0.44
H -2.126 2.600 -0.867  0.28
H -3.653 1.645 -1.074  0.26
H -2.617 3.847 -2.916  0.31
H -4.325 3.823 -2.507  0.08
H -4.055 1.118 -3.109  0.53
H -4.628 2.396 -4.163  -0.07
H -3.081 1.294 -5.508  0.33
H -2.318 2.824 -5.078  0.19
H -1.621 0.346 -3.351  0.24
H -1.454 -0.808 -5.511  0.32
H -0.812 0.649 -6.326  0.30
H 2.546 0.284 -4.367  -0.18
H 2.067 2.092 -3.723  -0.18
H 1.501 1.574 -5.533  -0.21
H 0.625 -0.839 -2.660  0.34
H 0.241 0.755 -1.906  0.07
H 2.082 -0.645 -0.852  0.32
H 3.150 -0.194 -2.236  0.24
H 3.605 1.782 -1.165  0.27
H 1.848 2.220 -1.216  0.38
H 1.541 0.993 0.995  0.41
H 2.660 2.377 1.070  0.30
H 3.591 0.434 3.306  0.18
Br 3.464 -0.765 5.676  -0.16
C 4.448 -2.273 4.926  -0.45
C 4.170 -3.531 5.704  -0.40
Br 5.150 -3.516 7.390  -0.17
H 5.499 -1.997 4.920  0.43
H 4.095 -2.366 3.900  0.32
H 4.526 -4.409 5.167  0.36
H 3.120 -3.662 5.946  0.05
Br 4.299 -7.011 -0.852  -0.12
C 5.212 -5.890 0.448  -0.57
C 6.467 -6.552 0.946  -0.58
Br 6.057 -7.955 2.234  -0.13
H 4.500 -5.674 1.236  0.33
H 5.448 -4.971 -0.084  0.35
H 7.091 -5.842 1.487  0.34
H 7.052 -7.009 0.155  0.38
Br 3.234 1.914 -7.829  -0.15
C 4.460 3.053 -6.833  -0.31
C 5.734 2.325 -6.490  -0.45
Br 5.472 1.097 -5.001  -0.14
H 3.922 3.409 -5.961  0.24
H 4.666 3.892 -7.495  0.09
H 6.494 3.025 -6.149  0.23
H 6.128 1.743 -7.318  0.40
Br 7.129 5.744 -7.675  -0.14
C 5.587 6.884 -7.330  -0.61
C 5.531 7.311 -5.887  -0.57
Br 4.884 5.876 -4.742  -0.09
H 4.708 6.331 -7.646  0.37
H 5.722 7.746 -7.980  0.36
H 4.816 8.121 -5.757  0.34
H 6.496 7.618 -5.495  0.37
Br -8.292 1.627 0.310  0.00
C -10.185 1.454 0.726  -0.60
C -10.406 1.265 2.203  -0.70
Br -9.984 -0.554 2.757  -0.14
H -10.567 0.633 0.127  0.38
H -10.637 2.385 0.388  0.34
H -11.456 1.402 2.454  0.39
H -9.802 1.929 2.813  0.39
Br -6.765 4.606 -1.654  -0.06
C -8.047 4.945 -3.080  -0.62
C -8.804 3.695 -3.447  -0.35
Br -7.724 2.498 -4.534  -0.12
H -7.492 5.370 -3.911  0.39
H -8.725 5.696 -2.679  0.35
H -9.666 3.938 -4.065  0.35
H -9.132 3.126 -2.582  0.09
Br 2.085 -8.061 5.146  -0.16
C 1.957 -7.655 7.048  -0.47
C 0.693 -6.910 7.391  -0.38
Br 0.809 -5.028 6.901  -0.12
H 2.859 -7.112 7.316  0.30
H 1.964 -8.627 7.536  0.31
H 0.547 -6.926 8.470  0.09
H -0.189 -7.309 6.899  0.42
Br 3.775 -5.910 10.237  -0.08
C 3.060 -6.879 11.765  -0.63
C 2.782 -8.330 11.470  -0.53
Br 1.155 -8.568 10.428  -0.15
H 2.176 -6.333 12.081  0.37
H 3.828 -6.797 12.532  0.34
H 2.607 -8.870 12.398  0.33
H 3.575 -8.820 10.914  0.38

***

4.
ORCA calculation (ωB97M-V with the def2-TZVPD basis set) on a 2-piece molecular cluster, CH4BrP overall in a non-equilibrium geometry.

The frontier orbital gap (alpha / beta) comes out at 8.3000 / 9.0016 eV. As for the total charge: 0. Its relative energy (zero: lowest compared OMol25 entry of this formula, charge and spin) is 3.6437 eV. As for the HOMO energy (alpha / beta): -7.98 / -9.85 eV.

Each line ends with the Mulliken charge.
Element x y z (Å)
C -0.534 0.274 -0.772  -0.83
P 0.544 -0.859 0.030  0.07
Br 2.211 0.484 0.146  -0.15
H -0.175 0.379 -1.750  0.33
H -0.412 1.269 -0.252  0.30
H -1.602 -0.146 -0.792  0.28
H -0.032 -1.401 3.391  0.00

***

| no. | E (Ha) |
| --- | --- |
| 1 | -1979.2424 |
| 2 | -3518.8310 |
| 3 | -43156.0344 |
| 4 | -2955.7349 |